DFT (wB97M-V/def2-TZVPD) results for a structure of composition C37H31N10O8PtS.

Properties
HOMO-LUMO gap (spin up / spin down): 4.56 / 4.56 eV
energy relative to the best compared isomer or geometry (same formula, charge and spin): 76.1 kJ/mol
charge: +3
HOMO (spin up / spin down): -15.135 / -15.135 eV
E_tot: -84203.2423 eV
E_LUMO (spin up / spin down): -10.57 / -10.57 eV

Each line ends with the Löwdin charge.
Element x y z (Å)
Pt -0.33193 0.05541 0.37910  1.20
C -2.60359 1.91873 0.93387  -0.06
N -1.63225 1.62414 -0.16513  -0.15
C -1.05750 2.89338 -0.69253  -0.09
C -0.14867 3.57555 0.29144  -0.36
N 0.46509 2.98704 1.28430  0.14
C 1.21005 3.99184 1.90121  -0.24
C 2.04502 3.93568 3.01900  -0.02
C 2.67447 5.10066 3.40238  -0.06
C 2.47883 6.30577 2.70459  -0.05
C 1.64512 6.38311 1.60869  0.00
C 1.02028 5.19970 1.22623  -0.19
N 0.12542 4.90298 0.20849  0.19
C -2.36320 0.99567 2.07132  -0.28
N -1.27035 0.25591 2.11924  -0.02
C -1.29117 -0.43254 3.33797  -0.19
C -0.37484 -1.29055 3.94726  -0.02
C -0.70059 -1.77694 5.19767  -0.05
C -1.89424 -1.41850 5.84373  -0.04
C -2.79316 -0.54863 5.26394  0.02
C -2.46310 -0.06601 4.00317  -0.16
N -3.11389 0.83501 3.16517  0.21
H -3.62963 1.87653 0.56733  0.15
H -2.41623 2.93321 1.29242  0.14
H -2.14390 1.19073 -0.93524  0.09
H -1.87861 3.57019 -0.94317  0.15
H -0.54604 2.66042 -1.62946  0.13
H 2.17325 3.01913 3.58159  0.11
H 3.32495 5.09837 4.26625  0.11
H 2.98838 7.19677 3.04447  0.12
H 1.48710 7.31550 1.08400  0.12
H -0.23543 5.55163 -0.47284  0.18
H 0.56972 -1.53622 3.48613  0.10
H -0.00904 -2.43433 5.70703  0.12
H -2.10204 -1.81796 6.82657  0.12
H -3.70011 -0.24982 5.77174  0.13
H -3.97145 1.32433 3.37257  0.19
O -2.08957 -5.51413 -5.58593  0.14
N -2.42405 -4.37351 -5.78591  -0.33
O -2.71352 -3.85626 -6.83573  0.15
C -2.47579 -3.48308 -4.58858  -0.05
C -2.89428 -2.11231 -4.79906  0.15
C -2.97476 -1.26009 -3.77118  -0.02
C -2.67534 -1.66219 -2.38621  -0.21
O -2.77585 -0.97982 -1.40298  0.13
C -2.14594 -3.09213 -2.27866  0.02
C -2.09954 -3.98585 -3.41113  0.13
N -1.66021 -3.48217 -1.14336  -0.02
O -1.71025 -2.75092 -0.02797  0.07
O -1.02530 -4.64516 -0.98253  0.11
N -3.35697 0.14800 -4.05451  -0.33
O -3.37705 0.47017 -5.21307  0.15
O -3.62525 0.85335 -3.10398  0.10
H -3.13046 -1.78822 -5.80627  0.15
H -1.77193 -5.01265 -3.32037  0.15
C 1.51804 -0.96253 -3.51692  0.03
C 1.47609 -0.11093 -2.28198  -0.32
O 0.50558 -0.30383 -1.51887  -0.13
C 2.53112 0.86649 -2.05523  -0.17
C 2.36831 1.85709 -1.08293  -0.06
C 3.35669 2.79518 -0.86093  -0.03
C 4.52875 2.74744 -1.61087  -0.01
C 4.70355 1.76984 -2.58409  -0.03
C 3.70903 0.83743 -2.81618  0.01
H 0.62676 -1.58338 -3.56903  0.08
H 2.39578 -1.61135 -3.50031  0.11
H 1.59631 -0.34223 -4.41044  0.12
H 1.45637 1.88977 -0.50439  0.05
H 3.22040 3.56371 -0.11019  0.11
H 5.30725 3.47969 -1.44127  0.13
H 5.61322 1.74260 -3.16772  0.13
H 3.86111 0.09139 -3.58369  0.12
N 2.74117 -0.08668 1.25804  0.17
C 2.18837 -1.29045 1.14691  -0.65
N 0.88837 -1.47704 0.93165  -0.10
C 0.57628 -2.82287 0.90664  -0.26
C -0.81036 -3.37689 0.93504  -0.10
C -0.87483 -4.83733 0.50851  -0.10
C 0.32433 -5.68188 0.75847  0.02
C 1.50263 -5.11563 1.01983  -0.02
C 1.62215 -3.66437 1.03863  -0.42
S 3.08673 -2.76259 1.27568  1.22
H 2.16128 0.74334 1.18850  0.08
H 3.73323 0.02816 1.38634  0.13
H -1.29479 -3.19950 1.89722  0.18
H -1.80245 -5.30288 0.83716  0.18
H 0.19842 -6.75442 0.73062  0.14
H 2.37439 -5.72425 1.22270  0.14



DFT (wB97M-V/def2-TZVPD) results for a cluster of 4 separate species, C3H14N2O3 in total in a non-equilibrium geometry.

Properties
HOMO-LUMO gap: 8.31 eV
energy relative to the best compared isomer or geometry (same formula, charge and spin): 129.2 kJ/mol
HOMO: -7.670 eV
E_tot: -12459.8184 eV
E_LUMO: 0.64 eV

Each line ends with the natural charge from an NBO analysis.
Element x y z (Å)
C 2.59584 0.77576 -0.59213  -0.64
C 1.15163 0.28297 -0.54414  0.11
N 0.92637 -0.63180 0.49305  -0.87
C 0.23258 0.64230 -1.47763  -0.12
N -1.07706 0.10513 -1.56498  -0.88
H 2.86189 0.70323 0.45947  0.21
H 3.16444 0.13853 -1.31962  0.23
H 2.66089 1.84020 -0.74351  0.22
H 1.37750 -0.45552 1.41343  0.40
H -0.13290 -0.37036 0.73698  0.39
H 0.37560 1.39413 -2.30596  0.20
H -1.17652 -0.90389 -1.29075  0.38
H -1.51280 0.19192 -2.46247  0.38
O -2.08460 1.35419 0.87655  -0.97
H -1.64426 1.41726 0.06599  0.49
H -2.78683 0.69165 0.71068  0.47
O -0.12020 -2.99130 -1.19226  -0.97
H 0.74386 -3.36020 -1.31871  0.48
H -0.04619 -2.29289 -0.52557  0.48
O -0.80052 0.73143 3.28580  -0.96
H -1.02702 1.55247 2.77776  0.49
H -1.64055 0.17942 3.22843  0.47



DFT (wB97M-V/def2-TZVPD) results for an isolated molecule of C5H10O2.

Properties
HOMO-LUMO gap: 10.75 eV
energy relative to the best compared isomer or geometry (same formula, charge and spin): 137.5 kJ/mol
HOMO: -9.944 eV
E_tot: -9441.6180 eV
E_LUMO: 0.81 eV

Each line ends with the natural charge from an NBO analysis.
Element x y z (Å)
O -1.22165 1.92096 1.03781  -0.55
C -0.17948 1.88093 0.41760  0.46
C 0.05184 1.15174 -0.87941  -0.53
C 1.04905 -0.01478 -0.70151  -0.39
C 0.43952 -1.35563 -0.26891  -0.42
C -0.54965 -1.30384 0.89691  -0.07
O -1.79698 -0.75881 0.52290  -0.75
H 0.70926 2.41786 0.81317  0.11
H 0.49655 1.88951 -1.55929  0.23
H -0.89882 0.80861 -1.29748  0.24
H 1.82199 0.28826 0.02017  0.20
H 1.57082 -0.16373 -1.65279  0.22
H 1.26418 -2.03153 -0.00092  0.21
H -0.08260 -1.81652 -1.11639  0.21
H -0.10392 -0.76127 1.74737  0.16
H -0.74040 -2.32806 1.24013  0.18
H -1.82970 0.17630 0.78063  0.49